The following is a quantum chemistry calculation of a structure of composition C28H29Cl5N3PdS, from the OMol25 dataset.

The value obtained for the LUMO energy is 0.04363 Eh. The HOMO-LUMO gap comes out at 5.91 eV. As for the net charge: -1. The calculation puts the max |F| at 0.0511 Eh/bohr. The multiplicity is 1. The value obtained for the total energy is -110905.5627 eV.

Structure (XYZ):
```
67
Properties=species:S:1:pos:R:3:lowdin_charge:R:1
Pd 0.26107 0.37464 -0.01654 0.74
C -2.74093 -2.17232 1.39750 -0.07
C -2.06615 -1.84642 2.73329 -0.37
C -0.58624 -2.18903 2.64621 -0.11
C -2.39167 -0.41452 3.09695 -0.15
C -3.60811 -0.22085 3.74009 -0.06
C -4.05258 1.03362 4.10236 -0.09
C -3.27818 2.13500 3.79661 -0.05
C -2.06263 1.99771 3.14782 -0.15
C -1.28491 3.24643 2.79547 -0.39
C -0.67074 3.90421 4.03314 -0.06
C -2.16136 4.25340 2.04552 -0.08
C -1.59438 0.70773 2.80756 -0.21
N -0.33586 0.59039 2.21139 -0.01
C 0.73712 0.79528 2.91068 -0.11
C 2.02886 0.84036 2.37396 -0.31
C 3.25030 1.03737 3.05257 -0.05
C 4.22076 1.12223 2.07988 -0.06
C 3.57082 0.97584 0.83655 -0.28
N 2.26565 0.79522 1.02017 0.09
C 4.23584 1.00128 -0.51391 -0.54
C 5.32341 2.08297 -0.55065 -0.06
C 4.86596 -0.37867 -0.75504 -0.03
C 3.21427 1.28828 -1.61542 -0.07
H -2.66224 -3.23522 1.17648 0.08
H -2.25554 -1.60740 0.59783 0.03
H -3.79352 -1.90121 1.42467 0.07
H -2.51813 -2.47959 3.51034 0.13
H -0.14932 -1.70336 1.76739 0.01
H -0.46764 -3.26595 2.54106 0.06
H -0.04408 -1.87481 3.53598 0.08
H -4.21765 -1.08434 3.97303 0.11
H -4.99548 1.15130 4.61922 0.09
H -3.63231 3.12281 4.05619 0.10
H -0.46856 2.97052 2.12396 0.09
H -1.44268 4.22938 4.72902 0.07
H -0.08740 4.77165 3.72867 0.08
H -0.00870 3.21185 4.54819 0.07
H -2.92786 4.68413 2.68799 0.07
H -2.64417 3.76504 1.20317 0.06
H -1.54158 5.06027 1.66014 0.08
H 0.64649 0.94577 3.99254 0.14
H 3.38375 1.11054 4.11694 0.09
H 5.27082 1.28900 2.23953 0.09
H 6.07463 1.91084 0.21605 0.07
H 4.88084 3.06292 -0.38325 0.09
H 5.81953 2.08504 -1.52125 0.08
H 5.65158 -0.57380 -0.02770 0.08
H 5.29118 -0.43387 -1.75571 0.08
H 4.10852 -1.15426 -0.65817 0.07
H 2.59839 2.15355 -1.36209 0.08
H 2.57245 0.41769 -1.73998 0.03
H 3.72205 1.48027 -2.56084 0.09
Cl -0.02925 0.48467 -2.71565 0.72
C 0.67067 -1.07501 -2.45378 -0.71
C 0.81475 -1.46200 -1.11472 -0.20
C 1.46287 -2.68254 -0.93745 -0.70
Cl 1.82325 -3.20796 0.66462 0.71
C 1.90359 -3.47946 -1.99448 -0.71
Cl 2.66511 -5.00164 -1.70951 0.66
C 1.74281 -3.03787 -3.30271 -0.72
Cl 2.34853 -3.95918 -4.62272 0.66
C 1.11916 -1.81531 -3.53534 -0.72
Cl 0.95493 -1.21596 -5.13888 0.67
S -2.44606 1.10315 -0.35834 0.62
C -1.12985 2.06963 -0.32547 -1.13
N -0.21864 2.81083 -0.33313 0.08
```

---

The following is a quantum chemistry calculation of a structure of composition C28H29ClN7O4W, from the OMol25 dataset.

The value obtained for the LUMO energy is -0.34287 Eh. The HOMO-LUMO gap comes out at 7.04 eV. As for the net charge: +3. The value obtained for the energy relative to the best compared isomer or geometry (same formula, charge and spin) is 0.050 eV. The calculation puts the max |F| at 0.0119 Eh/bohr. The multiplicity is 1. The value obtained for the total energy is -62450.6812 eV.

Structure (XYZ):
```
70
Properties=species:S:1:pos:R:3:lowdin_charge:R:1
W -0.01602 -0.19285 0.23080 1.83
C -0.53281 -2.34198 2.82666 0.00
O -1.06377 -1.66641 1.66035 -0.34
C -2.48781 -1.86868 1.46755 -0.11
C -3.07789 -0.61674 0.86904 -0.10
O -2.27479 -0.20553 -0.26755 -0.26
C -2.76515 -0.71899 -1.53390 -0.08
C -1.54750 -1.16474 -2.31076 -0.12
O -0.67297 -1.80078 -1.35740 -0.31
C -1.05850 -3.19121 -1.18162 -0.03
H -1.31439 -2.43938 3.57600 0.11
H 0.26227 -1.72560 3.23610 0.09
H -0.16261 -3.33017 2.55424 0.11
H -2.95708 -2.05818 2.43272 0.15
H -2.64264 -2.74692 0.84034 0.13
H -3.08454 0.20613 1.57410 0.13
H -4.10427 -0.79030 0.54729 0.16
H -3.32429 0.06372 -2.04594 0.16
H -3.43468 -1.55599 -1.33780 0.14
H -1.00283 -0.33536 -2.74461 0.11
H -1.80829 -1.86052 -3.10900 0.16
H -0.52430 -3.79998 -1.91040 0.12
H -2.12844 -3.31006 -1.34236 0.11
H -0.82259 -3.49966 -0.16900 0.08
Cl -2.88640 6.13498 2.90277 0.78
C -2.28864 4.58300 2.49607 -0.65
C -2.31909 3.55701 3.44952 -0.03
C -1.84177 2.29325 3.15549 0.03
C -1.32525 2.04626 1.88636 -0.30
O -0.86270 0.81849 1.60438 -0.26
C -1.29755 3.05634 0.92331 -0.14
C -0.80691 2.78397 -0.38046 -0.01
N -0.31906 1.65459 -0.80912 -0.02
C 0.07773 1.65475 -2.18847 -0.22
C -0.45963 2.41270 -3.19559 0.02
C 0.11170 2.36249 -4.48588 -0.01
C 1.21724 1.59804 -4.73489 0.03
C 1.77564 0.79963 -3.70800 -0.12
C 2.96324 0.04958 -3.84570 0.06
C 3.45111 -0.61799 -2.75654 0.01
C 2.70973 -0.63663 -1.56733 -0.07
N 1.54682 -0.01367 -1.41111 0.00
C 1.14644 0.78659 -2.45223 -0.18
C -1.78268 4.33934 1.23903 -0.01
H -2.72125 3.76563 4.43236 0.13
H -1.85829 1.50753 3.89856 0.14
H -0.83965 3.61108 -1.08377 0.15
H -1.31806 3.05156 -3.03261 0.13
H -0.32305 2.96221 -5.27342 0.13
H 1.68107 1.59891 -5.71265 0.14
H 3.48975 0.03536 -4.79207 0.15
H 4.38652 -1.15723 -2.79808 0.13
H 3.09725 -1.19773 -0.73544 0.11
H -1.76160 5.12922 0.49902 0.13
N 2.82579 1.67729 2.83630 0.10
C 1.92157 1.83153 1.87567 -0.05
N 1.63219 0.62860 1.38617 0.00
C 2.41098 -0.21281 2.11962 -0.30
N 3.15060 0.38454 3.01216 0.20
C 2.42172 -1.60509 1.73492 -0.20
C 3.36879 -2.51326 2.20430 0.00
N 3.46525 -3.72717 1.69179 0.16
C 2.66326 -4.02241 0.67700 -0.04
C 1.72677 -3.12215 0.18488 -0.08
N 1.56821 -1.91349 0.74029 0.00
H 3.27166 2.38936 3.40182 0.19
H 1.50574 2.77779 1.57068 0.16
H 4.05119 -2.22934 2.99723 0.15
H 2.77529 -4.99940 0.22228 0.14
H 1.14421 -3.36310 -0.68346 0.09
```

---

The following is a quantum chemistry calculation of the ion C28H29F5N3O with charge +1, from the OMol25 dataset.

The value obtained for the LUMO energy is -0.15100 Eh. The HOMO-LUMO gap comes out at 6.71 eV. As for the net charge: +1. The value obtained for the energy relative to the best compared isomer or geometry (same formula, charge and spin) is 0.000 eV. The calculation puts the max |F| at 0.0344 Eh/bohr. Its SMILES is CC1=CC(C)=[NH+][C@@H]1[C@H](/C=C/N1[C@H](Cc2c(F)c(F)c(F)c(F)c2F)C(=O)N(C)C1(C)C)c1ccccc1. The multiplicity is 1. The value obtained for the total energy is -49605.2512 eV.

Structure (XYZ):
```
66
Properties=species:S:1:pos:R:3:lowdin_charge:R:1
C 3.30016 -1.37575 -1.63348 -0.02
C 2.17314 -2.19561 -1.16098 -0.15
C 1.48203 -2.07914 0.02252 0.06
C 0.45301 -3.06051 0.06043 -0.21
C -0.55559 -3.31774 1.10572 0.02
N 0.51980 -3.79048 -1.05175 0.16
C 1.52507 -3.30064 -1.99397 -0.20
C 2.35574 -4.42761 -2.53634 -0.22
C 1.47187 -5.28306 -3.40887 -0.09
C 1.04953 -4.89094 -4.63440 -0.07
N 0.37239 -5.67892 -5.51757 -0.01
C -0.13490 -5.11411 -6.76232 -0.17
C -1.26391 -4.10601 -6.56284 -0.05
C -1.85464 -3.69057 -7.86911 -0.09
C -3.09638 -4.16546 -8.28646 -0.14
F -3.77330 -5.02633 -7.48348 0.10
C -3.63306 -3.84569 -9.52684 -0.11
F -4.82253 -4.34890 -9.91087 0.12
C -2.91505 -3.01014 -10.38543 -0.11
F -3.42095 -2.68674 -11.58826 0.13
C -1.67733 -2.50427 -9.98866 -0.11
F -0.98318 -1.69589 -10.81647 0.12
C -1.16102 -2.85763 -8.74661 -0.13
F 0.08047 -2.41607 -8.40206 0.09
C -0.55176 -6.36770 -7.53791 -0.36
O -0.93140 -6.41609 -8.70480 0.09
N -0.39802 -7.43749 -6.70061 -0.03
C -0.75722 -8.77213 -7.11585 0.00
C 0.19333 -7.13717 -5.39719 -0.47
C -0.77987 -7.54647 -4.28383 0.00
C 1.52133 -7.87628 -5.20617 0.01
C 3.02058 -5.15925 -1.35235 -0.18
C 4.11528 -4.54882 -0.74142 -0.04
C 4.67159 -5.09200 0.41836 -0.05
C 4.16708 -6.30350 0.92373 -0.07
C 3.10883 -6.94433 0.27485 -0.07
C 2.52036 -6.36426 -0.85499 -0.04
H 3.97837 -1.14660 -0.79638 0.11
H 3.87467 -1.89292 -2.41277 0.09
H 2.99083 -0.40113 -2.05331 0.11
H 1.70699 -1.39147 0.83583 0.14
H -0.11921 -3.16014 2.09996 0.11
H -1.40529 -2.62294 1.02068 0.12
H -0.93722 -4.34493 1.03717 0.10
H -0.05918 -4.61329 -1.21801 0.18
H 1.00911 -2.81776 -2.84784 0.18
H 3.16296 -4.00782 -3.17074 0.16
H 1.13112 -6.23759 -3.02456 0.05
H 1.21284 -3.86693 -4.98293 0.14
H 0.68377 -4.61105 -7.31386 0.17
H -2.04588 -4.55669 -5.93833 0.13
H -0.84500 -3.23562 -6.04011 0.13
H -1.27462 -8.72038 -8.07611 0.10
H 0.13461 -9.40133 -7.22211 0.10
H -1.41778 -9.22919 -6.37185 0.09
H -1.77452 -7.11998 -4.46912 0.10
H -0.85801 -8.64094 -4.26487 0.09
H -0.43049 -7.21514 -3.30481 0.06
H 2.12789 -7.79617 -6.11656 0.11
H 2.07700 -7.44828 -4.37038 0.07
H 1.32088 -8.93291 -4.99691 0.09
H 4.52138 -3.62284 -1.16093 0.11
H 5.48431 -4.56818 0.92098 0.11
H 4.59426 -6.73280 1.82795 0.11
H 2.71535 -7.89558 0.64052 0.11
H 1.67272 -6.86283 -1.32871 0.10
```

---

Question: Number 3 is which compound?
Answer: C28H29F5N3O